The following is a DFT calculation (ωB97M-V/def2-TZVPD) of the molecule C8H4BrNO2 in a non-equilibrium geometry.

## Properties
SMILES string: N#CC1=C(Br)C(=O)C2=CC[C@H]1O2
Highest occupied orbital energy (spin up / spin down): -9.328 / -9.330 eV
Energy above the lowest of the compared OMol25 structures with the same formula, charge and spin: 93.7 kcal/mol
HOMO-LUMO gap (spin up / spin down): 7.49 / 7.49 eV
LUMO (spin up / spin down): -1.839 / -1.840 eV
Charge: 0

Each line ends with the natural charge from an NBO analysis.
Element x y z (Å)
1 Br 3.325 0.348 -0.551  0.1912
2 O 1.963 -2.560 -0.252  -0.4442
3 O -0.378 -0.774 1.363  -0.4774
4 N 1.140 3.377 0.096  -0.2444
5 C -1.197 -1.159 -0.773  -0.2034
6 C -0.212 -1.463 0.104  0.1756
7 C -0.675 0.420 0.824  0.0705
8 C 0.930 2.224 0.143  0.2196
9 C 0.616 0.877 0.180  -0.0992
10 C 1.624 -0.197 -0.128  -0.1467
11 C 1.237 -1.604 -0.149  0.4495
12 C -1.830 0.192 -0.212  -0.4242
13 H -0.768 1.041 1.632  0.2141
14 H -2.633 0.097 0.402  0.2307
15 H -1.342 -1.790 -1.686  0.2502
16 H -1.802 0.971 -0.993  0.2380

Cartesian forces, eV/Å:
0.6748 -0.1464 -0.2304
-0.3921 0.6475 -0.3863
0.4210 -3.2833 -1.2448
-0.4432 -2.3382 0.1566
0.2402 -0.4375 0.8952
-2.0862 -1.0618 0.2760
0.6353 1.7284 -2.0445
0.8442 3.4790 -0.4617
3.5682 -4.8486 -0.9826
-2.5804 5.8199 0.6937
0.1141 -1.6105 0.8610
4.0208 -0.9568 -1.3578
-1.3916 2.1944 1.8106
-3.1151 -0.2105 0.9225
0.0874 1.4040 0.6427
-0.5976 -0.3794 0.4498


The following is a DFT calculation (ωB97M-V/def2-TZVPD) of a cluster of 2 separate species, C5H14 in total in a non-equilibrium geometry.

## Properties
SMILES string: CCC.CC
Highest occupied orbital energy: -11.112 eV
Energy above the lowest of the compared OMol25 structures with the same formula, charge and spin: 13.9 kcal/mol
HOMO-LUMO gap: 12.24 eV
LUMO: 1.132 eV
Charge: 0

Each line ends with the natural charge from an NBO analysis.
Element x y z (Å)
1 C 0.692 -0.943 1.945  -0.6124
2 C 0.810 0.048 3.125  -0.6185
3 C -1.343 1.289 -1.572  -0.6038
4 C -0.210 -0.825 -2.137  -0.6136
5 C 0.016 0.625 -1.794  -0.4060
6 H 0.623 -1.952 2.283  0.2047
7 H -0.119 -0.582 1.325  0.2086
8 H 0.661 1.109 -2.614  0.1945
9 H 0.171 0.925 3.017  0.2053
10 H -1.283 2.367 -1.445  0.2080
11 H -0.159 -1.506 -1.276  0.2084
12 H 0.718 0.748 -0.959  0.2018
13 H -1.969 1.099 -2.432  0.2000
14 H 0.526 -1.222 -2.843  0.2084
15 H 0.493 -0.630 3.942  0.2050
16 H 1.779 0.421 3.428  0.2058
17 H -1.826 0.868 -0.684  0.2023
18 H -1.180 -0.898 -2.651  0.2000
19 H 1.602 -0.940 1.341  0.2013

Cartesian forces, eV/Å:
1.4089 1.6859 -0.4954
-0.5506 -1.3850 0.8440
0.6373 0.3288 0.3437
0.2284 -0.9011 -0.4720
1.4368 0.9528 -0.8787
-0.6332 -0.6240 0.1622
-0.2795 -0.6287 -0.2618
-1.4274 -0.4026 0.7280
-0.1812 -0.2668 0.1242
0.0653 0.1200 0.0972
-0.3937 0.2856 -0.1007
-0.5019 -0.1465 0.2927
-0.2879 -0.0463 -0.2135
0.0454 0.1473 0.0742
-0.1976 1.2258 0.2868
0.4847 -0.1831 -0.4287
-0.0041 0.0092 -0.1402
0.2104 -0.3536 0.2972
-0.0601 0.1823 -0.2594